[1]
This record from OMol25 describes one molecule with the formula C19H12N2O6. The level of theory is ωB97M-V/def2-TZVPD.

The value obtained for the HOMO-LUMO gap is 8.14 eV. As for the SMILES: O=C(CN1C(=O)C(=O)c2ccccc21)OCN1C(=O)c2ccccc2C1=O. Its highest occupied orbital energy is -9.0 eV.

Structure (ORCA input):
```
! RIJCOSX wB97M-V def2-TZVPD def2/J DEFGRID3
* xyz 0 1
O -0.65231 -0.02686 1.30542
C 0.29762 0.45172 0.74943
C 1.44919 1.13177 1.48372
N 2.70390 0.96907 0.80474
C 3.44769 2.01799 0.32312
O 3.18075 3.18242 0.47040
C 4.66542 1.38703 -0.40117
O 5.55805 1.99029 -0.93570
C 4.45201 -0.05616 -0.26584
C 5.19374 -1.13341 -0.71916
C 4.73198 -2.41253 -0.44282
C 3.55627 -2.60011 0.26879
C 2.80156 -1.52629 0.73109
C 3.26243 -0.25502 0.45621
O 0.50901 0.48440 -0.56599
C -0.40731 -0.12279 -1.47322
N -1.77844 0.01213 -1.10267
C -2.43996 1.23738 -0.98027
O -1.97697 2.29825 -1.30038
C -3.76008 0.90347 -0.40092
C -4.82633 1.71862 -0.08202
C -5.95299 1.12028 0.47352
C -6.00204 -0.24712 0.69832
C -4.92706 -1.06925 0.37532
C -3.80944 -0.47597 -0.17479
C -2.52694 -1.06600 -0.60871
O -2.14806 -2.20489 -0.61026
H 1.24781 2.20920 1.52532
H 1.48751 0.73747 2.50505
H 6.10479 -0.96803 -1.27265
H 5.29046 -3.27009 -0.78438
H 3.21306 -3.60350 0.47155
H 1.88869 -1.69268 1.28199
H -0.21115 0.37793 -2.42692
H -0.19389 -1.19837 -1.53872
H -4.77980 2.78192 -0.25794
H -6.80282 1.73216 0.73638
H -6.88937 -0.68127 1.13406
H -4.95699 -2.13319 0.55011
*
```

=====

[2]
This record from OMol25 describes C19H13BrF5IN4NaO4S as an isolated structure. The level of theory is ωB97M-V/def2-TZVPD.

The value obtained for the HOMO-LUMO gap is 7.22 eV. Its highest occupied orbital energy is -5.1 eV.

Structure (ORCA input):
```
! RIJCOSX wB97M-V def2-TZVPD def2/J DEFGRID3
* xyz -1 1
Na 0.89108 1.01713 0.90154
N -0.40330 -1.33167 2.60924
C -0.58465 -0.03637 3.03223
C -1.58801 0.46168 2.24679
N -2.00575 -0.48956 1.35085
C -1.28126 -1.54947 1.58956
C -1.34054 -2.84067 0.90812
N -2.43471 -3.41491 0.45562
C -2.02703 -4.62196 -0.04314
C -0.67962 -4.77541 0.11809
N -0.24948 -3.63061 0.72850
H 0.36406 -1.93626 2.86980
H 0.00003 0.39687 3.82478
H -2.02500 1.44622 2.26917
H -2.72680 -5.31205 -0.48541
H -0.00566 -5.57213 -0.14349
H 0.71033 -3.38651 0.98081
C 4.15723 -1.63484 0.43579
S 2.55356 -1.36572 1.13448
O 2.19570 -2.62776 1.79868
O 1.65968 -1.04198 0.01893
O 2.67188 -0.24541 2.05821
H 4.09361 -2.46337 -0.26515
H 4.84773 -1.86671 1.24280
H 4.45543 -0.72392 -0.07759
F -0.05822 7.79464 2.56676
C 0.13987 6.61933 1.93484
C 0.21803 6.56163 0.55547
F 0.07991 7.69515 -0.15396
C 0.43465 5.36401 -0.09825
F 0.48669 5.38089 -1.44428
C 0.59783 4.13308 0.57788
O 0.77913 3.00938 0.00192
C 0.49873 4.25734 1.98452
F 0.62432 3.11910 2.71791
C 0.28555 5.44387 2.65021
F 0.21650 5.46506 3.99209
Br -1.83451 1.19468 -5.42961
C -1.51550 -0.38568 -4.42785
C -1.93268 -1.58800 -4.98270
C -1.72546 -2.77117 -4.29390
C -1.09917 -2.75176 -3.05617
C -0.68351 -1.54956 -2.50884
C -0.89124 -0.35041 -3.18764
I -0.25659 1.39344 -2.23800
H -2.42015 -1.58482 -5.94786
H -2.05891 -3.70675 -4.72451
H -0.94351 -3.66800 -2.50214
H -0.19026 -1.53006 -1.54510
*
```

=====

[3]
This record from OMol25 describes C19H13Cl5INO7Re as an isolated structure. The level of theory is ωB97M-V/def2-TZVPD.

The value obtained for the HOMO-LUMO gap (spin up / spin down) is 7.57 / 7.23 eV. Its expectation value of S² is 0.754. Its highest occupied orbital energy (spin up / spin down) is -8.7 / -8.5 eV.

Structure (ORCA input):
```
! RIJCOSX wB97M-V def2-TZVPD def2/J DEFGRID3
* xyz 0 2
Re 0.03527 -0.02193 0.15213
O 2.43931 2.54780 0.84418
C 1.60564 3.03028 1.87297
C 0.89643 1.93555 2.65576
N -0.25595 1.24435 1.99654
C -0.92569 0.40642 3.02082
C -1.41281 -0.92346 2.47843
O -2.08876 -1.67342 3.11249
O -0.97550 -1.20207 1.23928
C -1.23135 2.23169 1.47709
C -0.79292 2.71651 0.11122
O -1.06307 3.79043 -0.34314
O -0.04764 1.81030 -0.52240
H 1.99571 2.64892 -0.00561
H 0.90412 3.78292 1.50482
H 2.24474 3.54086 2.59737
H 0.51441 2.38996 3.57839
H 1.61576 1.16313 2.92790
H -1.76440 0.93780 3.47246
H -0.21872 0.17004 3.81160
H -1.35737 3.07949 2.15339
H -2.19461 1.73310 1.35087
Cl 1.49773 -1.75243 3.10880
C 2.53392 -1.21131 1.82665
C 1.99927 -0.56710 0.71030
C 2.93375 -0.25807 -0.27779
Cl 2.29677 0.49992 -1.70730
C 4.29565 -0.48285 -0.18470
Cl 5.35489 -0.01955 -1.45332
C 4.78830 -1.09813 0.96313
Cl 6.47160 -1.39642 1.12703
C 3.89997 -1.47513 1.96445
Cl 4.50290 -2.26132 3.37107
I -4.80206 -3.37399 -6.44392
C -3.71268 -2.54131 -4.87609
C -2.39449 -2.93111 -4.67902
C -1.67227 -2.37577 -3.63641
C -2.27039 -1.43912 -2.80052
C -3.59099 -1.05465 -3.00547
C -4.31754 -1.60591 -4.04596
C -1.50857 -0.84342 -1.69002
O -1.99284 -0.00177 -0.90132
O -0.27072 -1.18767 -1.50306
H -1.93701 -3.66043 -5.33247
H -0.64476 -2.66463 -3.46332
H -4.03858 -0.32413 -2.34542
H -5.34444 -1.31238 -4.21189
*
```

=====

[4]
This record from OMol25 describes C19H13ClN3O2Pt as an isolated structure at a distorted geometry. The level of theory is ωB97M-V/def2-TZVPD.

The value obtained for the HOMO-LUMO gap (spin up / spin down) is 5.26 / 6.04 eV. Its expectation value of S² is 2.036. Its highest occupied orbital energy (spin up / spin down) is -3.1 / -3.9 eV.

Structure (ORCA input):
```
! RIJCOSX wB97M-V def2-TZVPD def2/J DEFGRID3
* xyz -1 3
Pt 0.40518 1.02299 0.31916
Cl 2.32958 -4.84981 -3.72394
C 1.65368 -3.70591 -2.59664
C 0.32198 -3.84951 -2.20104
C -0.20742 -2.97071 -1.30034
C 0.55078 -1.91311 -0.71244
O 0.02808 -1.20111 0.19586
C 1.90768 -1.76331 -1.19004
C 2.68948 -0.62691 -0.83014
O 2.44068 0.23259 0.03106
C 2.42348 -2.67931 -2.12224
H -0.26792 -4.65811 -2.60424
H -1.22982 -3.08451 -0.97704
H 3.61758 -0.49881 -1.42234
H 3.45008 -2.57211 -2.44314
N 0.24238 -2.83811 6.11086
C 0.26138 -1.83641 5.53976
C 0.29138 -0.59191 4.89806
C 0.33608 0.59099 5.66546
C 0.36808 1.79959 5.00436
C 0.36178 1.81229 3.61446
N 0.32798 0.69389 2.88226
C 0.28688 -0.46661 3.49736
H 0.34478 0.53099 6.74516
H 0.39818 2.72789 5.55706
H 0.38178 2.73759 3.05676
H 0.24778 -1.34081 2.86266
N -0.63812 2.37619 -0.46414
C -1.30802 2.41249 -1.59284
C -1.37702 1.27179 -2.44854
C -2.03712 1.31669 -3.64734
C -2.67242 2.48149 -4.06844
C -2.66422 3.59489 -3.23924
C -1.99932 3.57369 -2.03604
H -0.87392 0.37189 -2.11034
H -2.06142 0.43719 -4.27884
H -3.16432 2.52129 -5.02924
H -3.18162 4.49679 -3.54594
H -1.98422 4.44389 -1.39564
*
```

=====

[5]
This record from OMol25 describes C19H13Co2FO10S as an isolated structure at a distorted geometry. The level of theory is ωB97M-V/def2-TZVPD.

The value obtained for the HOMO-LUMO gap is 1.87 eV. Its highest occupied orbital energy is -6.5 eV.

Structure (ORCA input):
```
! RIJCOSX wB97M-V def2-TZVPD def2/J DEFGRID3
* xyz 0 1
C 4.14735 -1.25398 1.69307
C 3.49084 -2.56456 1.34649
O 2.05858 -2.35583 1.36789
C 1.41984 -3.54163 1.18870
C -0.02207 -3.30007 1.05739
F -0.75670 -4.37934 1.34987
S -0.78324 -1.80275 1.74118
C -2.53520 -2.21315 1.63669
C -3.27039 -1.82394 0.51343
C -4.58553 -2.26825 0.37905
C -5.16150 -3.05176 1.38373
C -4.42780 -3.40055 2.52012
C -3.10934 -2.97619 2.65287
O -0.42700 -1.80470 3.14646
O -0.59382 -0.64604 0.89327
O 1.96049 -4.63852 1.15343
H 5.22252 -1.34434 1.52974
H 3.76188 -0.43173 1.08325
H 3.99496 -1.00293 2.74758
H 3.76056 -2.90212 0.33262
H 3.76766 -3.35511 2.06197
H -2.80976 -1.18873 -0.24265
H -5.15540 -1.99683 -0.50923
H -6.19412 -3.38212 1.28452
H -4.87299 -4.00762 3.30977
H -2.52523 -3.23504 3.53604
O 4.49828 3.74702 -0.60891
C 3.45076 4.14763 -0.91182
Co 1.83864 4.60629 -1.44871
C 0.92175 4.77152 0.03791
O 0.32167 4.88866 1.02404
C 1.84991 6.14320 -2.30125
O 1.86290 7.15670 -2.86788
C 1.39224 3.00132 -2.63082
C 0.95697 1.83703 -1.99293
C 1.27083 0.73530 -1.29802
Co -0.39969 2.78291 -2.66825
C -1.61229 2.58252 -1.36136
O -2.55563 2.58130 -0.69793
C -1.07741 1.67488 -3.92153
O -1.55690 1.02927 -4.75198
C -0.97881 4.32774 -3.36002
O -1.35105 5.30487 -3.84537
H 2.05426 3.03236 -3.51547
H 0.46415 0.16124 -0.84065
H 2.29482 0.35610 -1.19630
*
```

=====

[6]
This record from OMol25 describes C19H13InN3O9 as an isolated structure. The level of theory is ωB97M-V/def2-TZVPD.

The value obtained for the HOMO-LUMO gap is 8.04 eV. Its highest occupied orbital energy is -12.3 eV.

Structure (ORCA input):
```
! RIJCOSX wB97M-V def2-TZVPD def2/J DEFGRID3
* xyz 1 1
In 0.01627 0.02405 -0.47120
O 4.22662 4.51058 -1.56188
C 3.32273 3.54525 -1.36633
C 2.10130 3.49815 -2.04255
C 1.24875 2.45886 -1.75930
N 1.56335 1.52962 -0.85904
C 2.74693 1.53572 -0.24311
C 3.65760 2.53544 -0.45825
C 2.98392 0.32949 0.63594
O 3.92833 0.30110 1.40049
O 2.08949 -0.59778 0.47198
C -0.06059 2.22377 -2.48962
O -0.47149 3.06852 -3.24984
O -0.61482 1.07031 -2.22109
H 3.91651 5.15258 -2.21092
H 1.81355 4.23138 -2.78575
H 4.61474 2.52860 0.04434
O -0.67662 -4.21916 -1.70913
C -0.48751 -3.04553 -1.15456
O -0.52593 -1.98579 -1.75304
C -0.18476 -3.10355 0.30583
C 0.02870 -4.25634 1.03632
C 0.42221 -4.11180 2.35939
C 0.62814 -2.84250 2.88250
C 0.39925 -1.75069 2.06363
N -0.04352 -1.89685 0.82366
C 0.61663 -0.30763 2.44462
O 1.44192 -0.00625 3.41529
O -0.01414 0.57033 1.87491
H -0.82902 -4.11481 -2.66234
H -0.09491 -5.22841 0.58144
H 0.59371 -4.98597 2.97312
H 0.95709 -2.71157 3.90460
H 2.15467 -0.65588 3.52064
C -4.91740 0.87581 -0.15331
C -4.11143 1.22750 0.91605
C -2.77364 0.88976 0.88390
N -2.22757 0.23272 -0.15346
C -3.01147 -0.09390 -1.19858
C -4.35784 0.19917 -1.22520
H -5.96851 1.13327 -0.15694
H -4.50755 1.76363 1.76681
H -2.11377 1.14375 1.69722
H -2.53004 -0.58300 -2.03207
H -4.94986 -0.08196 -2.08519
*
```

=====

[7]
This record from OMol25 describes C19H13IrN4O4S as an isolated structure at a distorted geometry. The level of theory is ωB97M-V/def2-TZVPD.

The value obtained for the HOMO-LUMO gap (spin up / spin down) is 5.88 / 6.49 eV. Its expectation value of S² is 0.766. Its highest occupied orbital energy (spin up / spin down) is -18.1 / -18.7 eV.

Structure (ORCA input):
```
! RIJCOSX wB97M-V def2-TZVPD def2/J DEFGRID3
* xyz 3 2
Ir 0.09070 0.08501 -0.15944
O -3.36280 -0.79701 2.38940
C -2.22711 -0.66899 1.79362
O -2.03238 -0.02086 0.75491
C -1.10406 -1.34785 2.40897
C -1.15364 -2.10388 3.55736
C 0.02787 -2.69330 4.01831
C 1.20919 -2.50896 3.32187
C 1.13131 -1.72539 2.17784
N 0.04911 -1.16952 1.73171
C 2.41740 -1.43275 1.28228
O 3.41521 -1.93074 1.67188
O 2.04400 -0.68495 0.29658
H -4.12050 -0.34373 1.98121
H -2.09041 -2.23224 4.08284
H 0.03212 -3.29597 4.91800
H 2.14709 -2.94453 3.63943
N -1.43560 2.63634 -3.43179
C -2.78705 2.93736 -3.40087
C -3.34698 3.73276 -4.39099
C -4.69605 4.02417 -4.34637
C -5.50740 3.52521 -3.31140
C -4.96609 2.73523 -2.32295
C -3.60256 2.43608 -2.36097
S -2.93215 1.44567 -1.11870
N -1.31806 1.32266 -1.50919
C -0.76139 1.88874 -2.55384
C 0.66946 1.67482 -2.74328
C 1.38572 2.20748 -3.79515
C 2.75043 1.95405 -3.90194
C 3.35189 1.16942 -2.94235
C 2.57215 0.66331 -1.90760
N 1.26639 0.90740 -1.80782
H -0.92980 3.03721 -4.21142
H -2.73177 4.12266 -5.19299
H -5.13260 4.64420 -5.11811
H -6.56257 3.76125 -3.28878
H -5.59034 2.35104 -1.52626
H 0.92248 2.82406 -4.55260
H 3.32134 2.36711 -4.72300
H 4.40836 0.94460 -2.98219
H 3.01851 0.04627 -1.14345
*
```

=====

[8]
This record from OMol25 describes C19H13N5O7PbS as an isolated structure at a distorted geometry. The level of theory is ωB97M-V/def2-TZVPD.

The value obtained for the HOMO-LUMO gap (spin up / spin down) is 3.32 / 4.91 eV. Its highest occupied orbital energy (spin up / spin down) is -14.0 / -14.0 eV.

Structure (ORCA input):
```
! RIJCOSX wB97M-V def2-TZVPD def2/J DEFGRID3
* xyz 2 1
Pb 0.03845 -1.86567 -1.48398
O 0.74727 -0.70002 2.68453
C 0.39264 -0.56711 1.53797
O 0.14816 -1.50808 0.68505
C 0.19153 0.89796 1.05949
C 0.14423 1.85960 2.02534
C 0.05819 3.20529 1.66041
C 0.03383 3.63131 0.32345
C 0.04587 2.70323 -0.65743
C 0.10359 1.25999 -0.35585
O 0.07920 0.41928 -1.26880
N 0.00799 3.21479 -2.06720
O -0.04984 2.41713 -2.97252
O 0.03162 4.42044 -2.18540
N 0.01635 4.22926 2.73384
O -0.03285 3.81748 3.86978
O 0.02462 5.38270 2.36905
H 0.18804 1.59789 3.07290
H 0.00200 4.68500 0.08566
N 6.59630 -1.52126 -1.24375
C 5.25580 -1.55735 -1.25862
C 4.50796 -1.69272 -0.07152
C 3.14422 -1.77329 -0.13818
N 2.45767 -1.70682 -1.29491
C 3.16627 -1.54318 -2.42945
C 4.53029 -1.47217 -2.46407
H 7.11073 -1.57801 -0.38331
H 7.12726 -1.44385 -2.09243
H 5.00791 -1.73603 0.88725
H 2.56439 -1.91441 0.76558
H 2.59915 -1.46812 -3.35224
H 5.04422 -1.34864 -3.40842
S -5.28993 -1.67230 -1.97543
C -3.58846 -1.77027 -2.23198
N -2.83626 -1.60864 -1.18701
C -3.62221 -1.39412 -0.07132
C -3.17345 -1.19780 1.23771
C -4.12187 -0.98755 2.28558
C -5.46726 -0.99540 2.03414
C -5.93742 -1.21582 0.72071
C -4.99620 -1.40135 -0.31949
H -3.20674 -1.95494 -3.22994
H -2.11208 -1.22553 1.45515
H -3.75760 -0.82497 3.29181
H -6.17169 -0.84752 2.84098
H -7.00187 -1.24839 0.51687
*
```

=====

no.,energy (eV)
1,-35164.32647
2,-141051.66794
3,-108580.88635
4,-44246.74832
5,-129184.96259
6,-47983.38564
7,-47708.39019
8,-57757.76223